## w
Computed, not measured: a molecular structure, C2H2I4, with ωB97M-V with the def2-TZVPD basis set.

For the orbital gap (alpha / beta), the calculation gives 6.66 / 6.68 eV. The LUMO energy (alpha / beta) is -2.326 / -2.311 eV.

Last column: Löwdin charge in e.
Element x y z (Å)
1 C -0.42261 0.13984 -0.55397  -1.049
2 C 0.22911 -0.05648 0.73254  -1.366
3 I -1.94342 -1.19579 -1.08230  0.786
4 I 1.56522 -0.48132 -2.44877  0.191
5 I -1.28561 0.16332 2.31845  0.700
6 I 1.82464 1.34733 1.07847  0.729
7 H -0.59513 1.14223 -0.91600  0.004
8 H 0.62779 -1.05912 0.87158  0.005

---

## x
Computed, not measured: a molecular structure, C2H2I4, with ωB97M-V with the def2-TZVPD basis set.

For the orbital gap (alpha / beta), the calculation gives 7.51 / 6.45 eV. The LUMO energy (alpha / beta) is -1.084 / -1.905 eV.

Last column: Löwdin charge in e.
Element x y z (Å)
1 C 0.39991 -0.45505 -1.18206  -0.583
2 C 2.98854 -1.15503 1.69106  -1.742
3 I 1.83273 1.03340 -1.32717  0.681
4 I 2.94903 -0.39009 3.71268  0.583
5 I 4.59182 -0.26180 0.57220  0.547
6 I 2.81105 -3.32805 1.59372  0.577
7 H -0.68681 -0.29320 -0.72676  0.027
8 H 0.26730 -0.93654 -2.11237  -0.089

---

Least stable = x

---

## w
Computed, not measured: a molecular structure, C3H5FN2S2, with ωB97M-V with the def2-TZVPD basis set.

For the orbital gap, the calculation gives 7.69 eV. The LUMO energy is -0.633 eV.

Last column: Löwdin charge in e.
Element x y z (Å)
1 C -0.17240 -0.26177 1.35474  -0.136
2 C -1.09700 0.18949 0.52357  -0.233
3 C -0.97272 0.58629 -0.96139  -0.880
4 H 1.57950 -0.42885 1.94814  0.079
5 H 1.44647 0.36999 0.34931  0.097
6 H -0.61020 -0.78609 2.18447  0.138
7 H 0.64498 1.13512 -2.14221  0.193
8 H 1.22958 -1.46610 -0.31640  0.036
9 N 1.17908 -0.27611 1.08746  0.041
10 N 0.16217 0.19629 -1.51674  -0.554
11 F -2.32598 0.39008 1.21946  -0.037
12 S -2.05652 1.62876 -1.72197  0.637
13 S 0.99303 -1.27710 -2.00844  0.621

---

## x
Computed, not measured: a molecular structure, C3H5FN2S2, with ωB97M-V with the def2-TZVPD basis set.

For the orbital gap, the calculation gives 7.47 eV. The LUMO energy is -0.426 eV.

Last column: Löwdin charge in e.
Element x y z (Å)
1 C 0.68886 0.29080 0.36881  -0.383
2 C -0.73516 0.10873 -0.02223  -0.278
3 C -1.36228 -0.56618 -1.13115  -1.091
4 H 2.54982 -0.10156 -0.63939  0.115
5 H 1.19734 -0.95449 -1.24159  -0.004
6 H 2.56743 0.76560 1.34550  0.277
7 H 0.88652 1.22376 2.29685  0.140
8 H -3.09534 -0.10895 0.45323  -0.164
9 N 1.53320 -0.29309 -0.57108  0.105
10 N 1.23844 1.00043 1.31711  0.104
11 F -1.56668 0.76328 0.96094  -0.124
12 S -3.10117 -0.88186 -0.59928  0.741
13 S -0.80099 -1.24647 -2.53772  0.562

---

Least stable = w

---

## w
Computed, not measured: a molecular structure, C36H24Br5CdNO2P2Te, with ωB97M-V with the def2-TZVPD basis set.

The total charge is -2. For the orbital gap, the calculation gives 5.96 eV. The LUMO energy is 3.976 eV.

Last column: Löwdin charge in e.
Element x y z (Å)
1 Cd 0.01910 -1.27194 -2.62991  1.040
2 Te -3.30806 -0.11392 -0.63000  1.124
3 C -4.13318 1.33254 0.69634  -0.549
4 C -5.18795 2.13799 0.27226  -0.150
5 C -5.70658 3.09859 1.12846  -0.185
6 N -5.26185 3.31172 2.37137  0.027
7 C -4.25067 2.52967 2.77159  -0.176
8 C -3.66123 1.55130 1.98545  -0.152
9 C -1.35470 -0.11147 0.37891  -0.921
10 P -0.70286 -1.81660 0.15444  0.785
11 C -1.69521 -2.90393 1.27234  -0.375
12 C -2.71708 -2.44613 2.09741  -0.120
13 C -3.37746 -3.31920 2.95766  -0.095
14 C -3.02779 -4.66210 2.99930  -0.118
15 C -2.01143 -5.13033 2.17350  -0.104
16 C -1.35581 -4.25715 1.31698  -0.100
17 C 0.80423 -1.77967 1.23810  -0.376
18 C 0.72292 -1.33301 2.55924  -0.118
19 C 1.84625 -1.32002 3.37089  -0.108
20 C 3.07464 -1.74341 2.86474  -0.114
21 C 3.16675 -2.18335 1.55197  -0.086
22 C 2.03158 -2.20946 0.73889  -0.086
23 P -0.43442 0.79497 -0.93421  0.739
24 C 1.29834 1.07581 -0.35490  -0.361
25 C 2.28930 1.04011 -1.33763  -0.098
26 C 3.63361 1.17521 -1.00563  -0.067
27 C 3.99692 1.35520 0.32186  -0.095
28 C 3.01555 1.40982 1.30874  -0.099
29 C 1.67600 1.27254 0.97228  -0.107
30 C -1.12561 2.49926 -0.86122  -0.393
31 C -1.48860 3.13930 -2.04490  -0.101
32 C -2.05057 4.41097 -2.02148  -0.098
33 C -2.25792 5.05522 -0.80830  -0.108
34 C -1.89590 4.42482 0.37689  -0.091
35 C -1.33200 3.15423 0.34988  -0.104
36 H -5.59142 2.03253 -0.73065  0.085
37 H -6.51505 3.74544 0.79716  0.090
38 H -3.88551 2.70924 3.78020  0.093
39 H -2.80809 0.98674 2.35250  0.072
40 H -2.98815 -1.40180 2.06911  0.049
41 H -4.16866 -2.94446 3.59751  0.094
42 H -3.54437 -5.34171 3.66784  0.087
43 H -1.73290 -6.17796 2.19500  0.092
44 H -0.56232 -4.62342 0.67227  0.106
45 H -0.23739 -0.99046 2.93702  0.100
46 H 1.77213 -0.96881 4.39656  0.092
47 H 3.96043 -1.71379 3.49100  0.090
48 H 4.12226 -2.49560 1.14290  0.084
49 H 2.11191 -2.52269 -0.29892  0.061
50 H 2.00109 0.90395 -2.37445  0.072
51 H 4.38907 1.11851 -1.78210  0.106
52 H 5.04414 1.43514 0.59272  0.094
53 H 3.29941 1.53481 2.34865  0.096
54 H 0.92030 1.26923 1.75032  0.094
55 H -1.33920 2.62513 -2.98742  0.104
56 H -2.33767 4.89337 -2.94980  0.094
57 H -2.71187 6.04013 -0.78299  0.091
58 H -2.07437 4.91504 1.32799  0.098
59 H -1.08668 2.64722 1.27531  0.093
60 Br 7.00649 -2.08867 -3.77227  0.625
61 C 5.19883 -1.53424 -3.94096  -0.784
62 C 4.85388 -0.50063 -4.79456  -0.783
63 Br 6.18081 0.38643 -5.82424  0.624
64 C 3.49965 -0.11322 -4.89237  -0.657
65 Br 2.94979 1.31428 -6.01843  0.689
66 C 2.47448 -0.73188 -4.16959  -0.498
67 O 1.23231 -0.35607 -4.23861  -0.287
68 C 2.84049 -1.81368 -3.26780  -0.466
69 O 1.91196 -2.39374 -2.56129  -0.285
70 C 4.18797 -2.16953 -3.18869  -0.641
71 Br 4.59333 -3.58866 -1.98983  0.707
72 Br -2.20535 -2.25378 -3.43037  -0.438

---

## x
Computed, not measured: a molecular structure, C36H24Br5CdNO2P2Te, with ωB97M-V with the def2-TZVPD basis set.

The total charge is -2. For the orbital gap, the calculation gives 5.58 eV. The LUMO energy is 3.614 eV.

Last column: Löwdin charge in e.
Element x y z (Å)
1 Cd -0.10462 -0.25759 0.66263  1.025
2 Te -0.58412 3.52936 -3.15056  1.208
3 C -2.09511 4.51210 -2.04400  -0.532
4 C -2.58466 5.74396 -2.47021  -0.159
5 C -3.56076 6.37414 -1.71880  -0.191
6 N -4.07226 5.87853 -0.59218  0.041
7 C -3.59321 4.69910 -0.19327  -0.140
8 C -2.61859 3.98272 -0.87543  -0.115
9 C -0.29115 1.90803 -1.90930  -1.082
10 P -1.10173 0.34902 -2.03807  0.828
11 C -2.81942 0.72096 -2.56244  -0.368
12 C -3.75421 0.87731 -1.53706  -0.113
13 C -5.06080 1.24151 -1.82973  -0.094
14 C -5.45082 1.44692 -3.14607  -0.108
15 C -4.52797 1.28906 -4.17148  -0.105
16 C -3.21849 0.93050 -3.88088  -0.112
17 C -0.49114 -0.57379 -3.51296  -0.371
18 C 0.16122 0.01265 -4.59511  -0.128
19 C 0.60631 -0.75501 -5.66290  -0.104
20 C 0.40966 -2.12999 -5.65897  -0.116
21 C -0.22770 -2.72877 -4.58100  -0.097
22 C -0.66823 -1.95681 -3.51482  -0.117
23 P 0.77960 1.97329 -0.53285  0.812
24 C 0.50602 3.53473 0.37928  -0.378
25 C -0.24449 3.47642 1.55009  -0.083
26 C -0.60439 4.63475 2.22539  -0.068
27 C -0.21007 5.86879 1.73115  -0.095
28 C 0.55906 5.93879 0.57502  -0.094
29 C 0.92045 4.77957 -0.09463  -0.129
30 C 2.51575 2.16874 -1.09775  -0.358
31 C 3.50605 2.67726 -0.25812  -0.098
32 C 4.82803 2.73003 -0.67372  -0.103
33 C 5.18340 2.26717 -1.93447  -0.116
34 C 4.20708 1.74707 -2.77217  -0.095
35 C 2.88404 1.69754 -2.35516  -0.092
36 H -2.21393 6.21593 -3.37399  0.080
37 H -3.95208 7.33647 -2.03899  0.088
38 H -4.00665 4.29379 0.72435  0.089
39 H -2.27201 3.02895 -0.49052  0.079
40 H -3.44660 0.71985 -0.50573  0.050
41 H -5.76960 1.37022 -1.02044  0.081
42 H -6.47040 1.73680 -3.37349  0.089
43 H -4.82563 1.45724 -5.20042  0.090
44 H -2.50110 0.82290 -4.68545  0.089
45 H 0.31445 1.08581 -4.60660  0.048
46 H 1.10837 -0.27927 -6.49782  0.092
47 H 0.76450 -2.73347 -6.48656  0.087
48 H -0.35964 -3.80387 -4.55631  0.095
49 H -1.11880 -2.43053 -2.65038  0.080
50 H -0.55899 2.51646 1.93673  0.070
51 H -1.19652 4.56071 3.12955  0.108
52 H -0.50119 6.77780 2.24412  0.094
53 H 0.86779 6.90258 0.18677  0.094
54 H 1.51300 4.84123 -0.99942  0.083
55 H 3.23821 3.03567 0.72928  0.107
56 H 5.58453 3.13006 -0.00882  0.093
57 H 6.21711 2.30554 -2.25752  0.088
58 H 4.47437 1.37217 -3.75330  0.095
59 H 2.11985 1.28314 -3.00230  0.073
60 Br -4.96231 2.37167 5.27318  0.629
61 C -3.35720 1.68560 4.52926  -0.784
62 C -2.20938 1.59321 5.28818  -0.784
63 Br -2.19833 2.15742 7.10039  0.625
64 C -1.03838 1.07423 4.70752  -0.657
65 Br 0.58388 0.95671 5.68471  0.689
66 C -0.97894 0.62838 3.38440  -0.505
67 O 0.09692 0.16447 2.84516  -0.270
68 C -2.18865 0.73649 2.57951  -0.483
69 O -2.14978 0.37315 1.33696  -0.276
70 C -3.32801 1.26215 3.18711  -0.636
71 Br -4.86492 1.40397 2.07940  0.732
72 Br 0.86473 -2.58644 0.03731  -0.471

---

Least stable = w

---

## w
Computed, not measured: C5H11NO2S in the gas phase, with ωB97M-V with the def2-TZVPD basis set.

For the orbital gap (alpha / beta), the calculation gives 8.41 / 8.41 eV. The LUMO energy (alpha / beta) is 0.253 / 0.253 eV.

Last column: Löwdin charge in e.
Element x y z (Å)
1 C -1.71805 -0.79607 0.39591  -0.444
2 C 0.25180 0.39224 -1.50513  -0.026
3 C 0.72022 1.42880 0.85461  -0.026
4 C 2.08818 -0.49980 0.07557  -0.030
5 C 0.67155 0.15844 -0.06431  -0.669
6 N -2.18458 -2.01471 0.65525  0.064
7 O -2.20916 1.85160 -0.01966  -0.630
8 O -0.04463 -0.79341 0.63988  -0.107
9 S -2.80116 0.52286 0.25777  0.900
10 H -0.17996 -0.44487 -1.97265  0.071
11 H -0.49149 1.18220 -1.59655  0.066
12 H 1.16939 0.77232 -1.94940  0.094
13 H 0.02124 2.22620 0.39388  0.095
14 H 1.74779 1.84537 0.97461  0.077
15 H 0.55841 1.06001 1.84513  0.073
16 H 2.26935 -1.11085 -0.88083  0.102
17 H 2.80329 0.29525 -0.08049  0.065
18 H 2.05135 -1.07299 1.03811  0.105
19 H -1.56189 -2.76844 0.50226  0.100
20 H -3.16165 -2.23413 0.43603  0.120

---

## x
Computed, not measured: 2 unconnected molecules or ions with the total composition C5H11NO2S, with ωB97M-V with the def2-TZVPD basis set.

For the orbital gap (alpha / beta), the calculation gives 6.99 / 8.12 eV. The LUMO energy (alpha / beta) is -2.230 / -1.528 eV.

Last column: Löwdin charge in e.
Element x y z (Å)
1 C 1.18781 -1.43107 1.45718  -0.145
2 C -0.94770 -0.65972 0.36168  -0.134
3 C 1.13106 -0.60091 -0.84288  -0.126
4 C -0.48114 3.03057 -1.64338  0.162
5 C 0.58910 -0.30159 0.59405  -0.974
6 N -1.59858 2.32085 -2.08247  -0.463
7 O -1.48109 1.32732 -2.78153  0.063
8 O -2.64443 2.77867 -1.58964  0.056
9 S 0.58862 1.36088 1.29218  0.738
10 H 2.18370 -1.16180 1.86578  0.073
11 H 0.55476 -1.70014 2.43243  0.118
12 H 1.33581 -2.36047 0.88902  0.072
13 H -1.63791 0.08096 -0.00988  0.052
14 H -1.38062 -0.99397 1.33939  0.081
15 H -1.00707 -1.55801 -0.31303  0.101
16 H 0.38770 -0.01100 -1.47922  0.068
17 H 2.17973 -0.13372 -1.06962  0.114
18 H 1.03589 -1.63913 -1.03891  0.052
19 H -0.60974 4.04296 -1.62719  0.057
20 H 0.39600 2.56540 -1.21454  0.036

---

Least stable = x

---

## w
Computed, not measured: 2 unconnected molecules or ions with the total composition C3H3F3O, with ωB97M-V with the def2-TZVPD basis set.

For the orbital gap (alpha / beta), the calculation gives 7.61 / 9.69 eV. The LUMO energy (alpha / beta) is -0.877 / -0.047 eV.

Last column: Löwdin charge in e.
Element x y z (Å)
1 C -1.55662 1.01244 0.73369  -0.050
2 C 0.70209 -0.68578 0.39790  0.161
3 C 1.60564 0.36352 -0.04386  -0.665
4 O -2.05414 1.33802 -0.25388  0.081
5 F 2.96600 0.20070 0.27608  0.060
6 F 1.47284 0.44627 -1.33589  0.160
7 F 1.40617 1.55925 0.61407  0.071
8 H -1.43733 1.49598 1.73094  0.085
9 H 0.75186 -1.07393 1.33000  0.038
10 H 0.21190 -1.12536 -0.40929  0.059

---

## x
Computed, not measured: 2 unconnected molecules or ions with the total composition C3H3F3O, with ωB97M-V with the def2-TZVPD basis set.

For the orbital gap (alpha / beta), the calculation gives 9.08 / 8.50 eV. The LUMO energy (alpha / beta) is -0.042 / -0.323 eV.

Last column: Löwdin charge in e.
Element x y z (Å)
1 C -1.84459 -0.42858 0.45908  -0.197
2 C -1.00069 0.11454 -0.37076  -0.131
3 C 1.55748 0.38347 -0.34567  -0.269
4 O 1.90919 0.21488 0.91934  0.091
5 F -3.18706 -0.34421 0.23053  -0.013
6 F -1.33125 0.78975 -1.46785  0.008
7 F 2.01528 -0.38957 -1.24928  0.153
8 H -1.44097 -1.13297 1.21067  0.101
9 H 1.53692 1.49936 -0.45398  0.154
10 H 1.78569 -0.70667 1.06790  0.103

---

Least stable = x